# 1
Below is a structure of composition C6H7MnNO4, with properties calculated with ωB97M-V with the def2-TZVPD basis set.

The geometry in XYZ format:
```
19
Properties=species:S:1:pos:R:3:forces:R:3:lowdin_spin:R:1
Mn 0.033709 -0.004651 0.091441 -0.918 -0.196 1.626 3.3282
O 0.127651 2.997496 0.527357 -0.396 -5.669 -0.255 0.0818
C 0.056670 1.839587 0.469377 0.453 10.338 1.401 0.0473
C 0.178982 -1.876421 0.219804 -0.231 -10.412 1.982 0.0404
O 0.101268 -3.020337 0.405838 0.475 5.636 -1.163 0.0691
C 1.884614 0.066663 0.156153 9.895 0.452 0.513 -0.0237
O 3.042953 0.123643 0.184751 -6.001 -0.316 -0.158 0.0646
C -1.849163 -0.004802 -0.082261 -9.060 0.727 2.672 -0.0240
O -2.958522 0.102296 0.245607 5.614 -0.663 -2.295 0.0534
C 0.140009 0.819440 -1.794168 0.318 -2.280 -4.321 0.0793
H -0.763241 1.379339 -2.078173 -0.026 -0.092 0.555 0.0131
H 1.076896 1.363035 -1.985512 -0.062 -0.127 0.425 0.0127
C 0.138249 -0.611621 -1.881580 0.303 2.854 -4.043 0.0572
H 1.073214 -1.125651 -2.148091 -0.042 0.022 0.518 0.0106
H -0.770502 -1.131330 -2.219781 0.023 0.024 0.511 0.0118
N -0.330457 -0.201088 2.195671 -0.318 -0.151 0.868 0.1644
H -0.636018 0.683793 2.618305 0.014 -0.299 0.346 0.0039
H 0.516156 -0.502744 2.689021 -0.207 0.013 0.352 0.0051
H -1.062466 -0.896644 2.386248 0.168 0.137 0.466 0.0045
```
Positions in Å, forces in eV/Å.

Energy relative to the best compared isomer or geometry (same formula, charge and spin) ... 0.00 kJ/mol
Frontier orbital gap (alpha / beta) ... 7.07 / 7.48 eV
Total charge ... +3
Strongest force on any atom ... 10.60 eV Å⁻¹
LUMO energy (alpha / beta) ... -15.81 / -18.07 eV
Multiplicity ... 5
Expectation value of S² ... 6.03
HOMO (alpha / beta) ... -22.879 / -25.551 eV

***

# 2
Below is the molecule C6H7N, with properties calculated with ωB97M-V with the def2-TZVPD basis set.

The geometry in XYZ format:
```
14
Properties=species:S:1:pos:R:3:forces:R:3:lowdin_charge:R:1
C -0.446688 -0.893857 1.242869 0.702 0.412 1.188 -0.1210
N -0.500540 0.317328 1.682138 -0.655 -1.599 0.160 0.1008
C -0.587616 1.125274 0.489675 0.125 -0.222 0.789 -0.3181
C 0.586807 1.017183 -0.418274 -1.859 -0.338 -0.811 -0.0835
C 1.175395 -0.347253 -0.502619 -0.053 -0.687 0.280 -0.1300
C -0.219484 -1.003218 -0.242166 -0.292 -0.248 0.452 -0.2257
C -0.942170 0.258597 -0.642878 1.461 1.803 -1.491 -0.0565
H -0.403842 -1.737319 1.924486 0.144 0.043 0.086 0.1075
H -1.027876 2.109313 0.611600 0.087 -0.114 -0.089 0.1425
H 1.077409 1.901281 -0.733833 0.161 0.682 -0.685 0.1069
H 1.483362 -0.569655 -1.522316 -0.030 -0.023 -0.003 0.1142
H 1.988933 -0.598410 0.175637 0.128 -0.061 0.187 0.1070
H -0.431241 -1.958108 -0.718984 -0.022 0.160 0.036 0.1347
H -1.752454 0.378840 -1.345337 0.103 0.195 -0.097 0.1211
```
Positions in Å, forces in eV/Å.

Energy relative to the best compared isomer or geometry (same formula, charge and spin) ... 289.42 kJ/mol
Frontier orbital gap ... 9.92 eV
Total charge ... 0
Strongest force on any atom ... 2.76 eV Å⁻¹
LUMO energy ... 1.10 eV
SMILES string ... C1=N[C@H]2[C@H]3C[C@@H]1[C@H]32
HOMO ... -8.821 eV

***

# 3
Below is the molecule C6H7N, with properties calculated with ωB97M-V with the def2-TZVPD basis set.

The geometry in XYZ format:
```
14
Properties=species:S:1:pos:R:3:forces:R:3:lowdin_charge:R:1
C -0.190587 -0.900051 -1.386956 -1.884 -0.687 1.177 -0.1001
C -1.095828 -0.858256 -0.308029 -2.942 -3.244 -2.677 -0.1188
C -0.930524 0.215241 0.611500 0.223 -0.005 1.438 -0.2827
N -0.298197 0.478619 1.963511 -2.507 3.777 3.130 0.0746
C 0.540514 0.152107 0.978648 3.907 -1.631 -5.202 -0.3749
C 1.170910 0.682717 -0.289723 3.796 2.709 -3.843 -0.0573
C 0.885980 0.101127 -1.513561 -2.859 -2.082 4.838 -0.1240
H -0.412352 -1.731556 -2.067145 0.288 0.774 -0.316 0.0914
H -2.244717 -1.435171 -0.463503 3.593 1.435 0.439 0.1638
H -1.500094 1.056003 0.291699 0.385 1.216 -0.429 0.1364
H -0.373526 1.602989 2.097026 0.013 -3.434 -0.379 0.1857
H 0.884321 -0.967702 1.043752 -0.752 1.953 -0.019 0.1869
H 2.116899 1.405750 -0.790805 -2.161 -1.096 3.364 0.1570
H 1.334056 0.362041 -2.406871 0.901 0.314 -1.520 0.0620
```
Positions in Å, forces in eV/Å.

Energy relative to the best compared isomer or geometry (same formula, charge and spin) ... 690.69 kJ/mol
Frontier orbital gap ... 9.21 eV
Total charge ... 0
Strongest force on any atom ... 6.71 eV Å⁻¹
LUMO energy ... 0.86 eV
SMILES string ... C1=C[C@H]2N[C@@H]2C=C1
HOMO ... -8.345 eV

***

# 4
Below is the molecule C6H7N, with properties calculated with ωB97M-V with the def2-TZVPD basis set.

The geometry in XYZ format:
```
14
Properties=species:S:1:pos:R:3:forces:R:3:lowdin_charge:R:1
C -1.859704 -0.087696 -0.914866 0.106 0.008 -0.015 -0.1510
C -0.668421 -0.955179 -1.038164 -0.163 0.089 0.300 0.0527
C 0.779945 1.082162 0.280706 0.039 0.426 -0.114 -0.1627
C 1.471249 -0.203140 -0.107697 0.272 -0.058 -0.314 -0.0978
C 1.471763 0.369599 1.288307 0.222 0.074 0.221 -0.1485
N 0.004361 0.178913 1.191176 -0.274 0.016 0.162 0.0526
C 0.169299 -0.959908 0.172045 -0.154 -0.227 -0.173 -0.3290
H -2.630801 -0.879948 -0.882437 -0.043 0.017 -0.013 0.1001
H -2.097050 0.473069 -1.825838 0.064 -0.234 0.027 0.0765
H -1.970033 0.539409 -0.020330 0.104 -0.108 -0.169 0.0670
H 0.593207 2.080749 -0.075378 0.079 -0.062 0.175 0.1377
H 2.295649 -0.374193 -0.795065 -0.169 0.053 0.060 0.1277
H 2.109985 0.609458 2.123172 -0.070 -0.182 -0.114 0.1336
H 0.256865 -1.962596 0.616514 -0.014 0.188 -0.035 0.1412
```
Positions in Å, forces in eV/Å.

Energy relative to the best compared isomer or geometry (same formula, charge and spin) ... 748.24 kJ/mol
Frontier orbital gap ... 8.47 eV
Total charge ... 0
Strongest force on any atom ... 0.44 eV Å⁻¹
LUMO energy ... 0.23 eV
HOMO ... -8.240 eV

***

# 5
Below is a cluster of 2 separate species, C6H7N in total, with properties calculated with ωB97M-V with the def2-TZVPD basis set.

The geometry in XYZ format:
```
14
Properties=species:S:1:pos:R:3:forces:R:3:lowdin_charge:R:1
C -2.615995 -0.763992 -0.880420 -0.067 -0.229 0.210 -0.1007
C 0.665168 -0.362119 0.749805 -0.169 -0.842 0.729 -0.2011
C -1.278827 -0.181605 -0.612727 -0.212 0.183 -0.272 -0.1005
C 1.559311 -0.729015 1.634799 0.068 0.227 -0.065 0.0331
N -0.484945 -0.565831 0.258810 0.363 0.506 -0.357 0.0423
C 1.272666 1.421063 -0.608262 0.395 0.862 -0.324 -0.0639
C 2.328590 1.974792 -0.408454 -0.475 -0.509 -0.034 0.0364
H 0.283365 1.242114 -1.039436 -0.040 -0.343 0.215 0.0121
H 1.383893 -1.545877 2.322705 -0.080 -0.035 -0.044 0.0599
H 2.493886 -0.192087 1.707199 0.021 0.023 -0.068 0.0504
H -2.642817 -1.107772 -1.915970 0.009 0.040 0.017 0.0739
H -3.363725 0.027234 -0.801110 0.044 -0.012 -0.029 0.0732
H -2.886038 -1.588865 -0.215826 -0.029 0.010 -0.035 0.0698
H 3.285469 2.371962 -0.191113 0.172 0.120 0.056 0.0149
```
Positions in Å, forces in eV/Å.

Energy relative to the best compared isomer or geometry (same formula, charge and spin) ... 624.84 kJ/mol
Frontier orbital gap (alpha / beta) ... 8.07 / 8.07 eV
Total charge ... 0
Strongest force on any atom ... 1.13 eV Å⁻¹
LUMO energy (alpha / beta) ... 0.22 / 0.22 eV
HOMO (alpha / beta) ... -7.852 / -7.853 eV

***

# 6
Below is the molecule C6H7N, with properties calculated with ωB97M-V with the def2-TZVPD basis set.

The geometry in XYZ format:
```
14
Properties=species:S:1:pos:R:3:forces:R:3:lowdin_charge:R:1
C 2.134847 -0.718937 0.035629 0.753 -0.084 0.085 -0.0533
C 0.640243 -0.678099 0.073572 0.187 1.840 1.488 -0.3476
C -0.076098 0.448857 -0.099629 0.794 -0.464 0.496 -0.0859
C -1.510970 0.557940 -0.082014 -0.501 0.180 0.275 -0.1811
C -2.152754 1.722837 -0.177659 0.033 -0.257 0.105 0.0157
C -0.339677 -2.769706 0.002416 -0.817 -1.716 -0.060 0.0879
N 0.008054 -1.840989 0.622803 0.647 0.737 -1.217 0.0048
H 0.472844 1.384212 -0.091745 0.152 -0.066 -0.738 0.1170
H -2.068700 -0.358339 0.047860 -0.145 -0.110 -0.170 0.0923
H 2.522153 -1.347622 -0.766566 -0.230 -0.128 -0.152 0.0829
H 2.617779 -1.095253 0.938336 -0.463 -0.265 0.236 0.0819
H 2.599841 0.255982 -0.096815 -0.444 0.252 -0.238 0.0782
H -1.617871 2.658647 -0.222373 0.132 0.125 -0.176 0.0552
H -3.229693 1.780471 -0.183815 -0.098 -0.044 0.067 0.0519
```
Positions in Å, forces in eV/Å.

Energy relative to the best compared isomer or geometry (same formula, charge and spin) ... 291.93 kJ/mol
Frontier orbital gap ... 9.29 eV
Total charge ... 0
Strongest force on any atom ... 2.37 eV Å⁻¹
LUMO energy ... 0.53 eV
HOMO ... -8.757 eV